--- a ---
This record from the Open Molecules 2025 dataset describes the ion C3H7N4S with charge +1. The level of theory is ωB97M-V with the def2-TZVPD basis set.

Bonds (Å) are listed after each position.
Cartesian coordinates (Å):
1 H 0.2021 -1.3910 1.4241  C15 1.138
2 S -1.8119 0.1030 0.6489  N4 1.553, C10 1.898
3 N -0.3184 -1.8624 -0.6525  C10 1.237, C15 1.447
4 N -2.7447 1.0026 -0.2061  S2 1.553, H6 1.009
5 N 1.5341 -0.4418 0.0012  H8 0.983, C11 1.343, C15 1.482
6 H -3.2672 1.7955 0.1339  N4 1.009
7 H 2.4192 2.1678 0.0211  N14 1.032
8 H 2.4833 -0.4642 0.2560  N5 0.983
9 H -2.2969 -1.2101 -1.1700  C10 1.063
10 C -1.3944 -1.2538 -0.6109  S2 1.898, N3 1.237, H9 1.063
11 C 0.9257 0.7545 -0.0530  N5 1.343, N14 1.329
12 H 0.8416 2.7348 -0.5251  N14 1.028
13 H 1.3761 -2.3662 0.4436  C15 1.092
14 N 1.4099 1.9918 -0.0991  H7 1.032, C11 1.329, H12 1.028
15 C 0.6415 -1.5605 0.3877  H1 1.138, N3 1.447, N5 1.482, H13 1.092

Properties
M: 131.18 g mol⁻¹
Net charge: +1
Lowest unoccupied orbital energy (spin up / spin down): -6.223 / -5.458 eV
E_HOMO (spin up / spin down): -0.471 / -0.506 hartree

Atomic partial charges in e from the natural (NBO) method, atoms 1 to 4: 0.20 0.82 -0.33 -0.82

=====

--- b ---
This record from the Open Molecules 2025 dataset describes a cluster of 2 separate species, C3H7N4S in total. The level of theory is ωB97M-V with the def2-TZVPD basis set.

Bonds (Å) are listed after each position.
Cartesian coordinates (Å):
1 C 2.3872 -0.1032 0.3194  H2 1.180, H6 1.157, N12 1.285
2 H 3.2490 -0.8627 0.0505  C1 1.180
3 H -0.6570 -2.5792 0.0062  N11 1.043
4 H 2.6961 1.3158 -1.1091  N12 1.017
5 H -3.4160 -1.7586 -0.0158  C7 1.117
6 H 1.8954 -0.4123 1.3197  C1 1.157
7 C -2.4287 -1.2381 0.0194  H5 1.117, N11 1.366, N14 1.319
8 S -0.6016 2.0848 -0.0128  H10 1.448, C13 1.732
9 N -0.2978 -0.6230 -0.0611  N11 1.332, C13 1.372
10 H -1.9167 2.6751 -0.1445  S8 1.448
11 N -1.1351 -1.6587 -0.1034  H3 1.043, C7 1.366, N9 1.332
12 N 2.2347 1.0409 -0.2450  C1 1.285, H4 1.017, H15 0.949
13 C -1.1525 0.4474 -0.1364  S8 1.732, N9 1.372, N14 1.356
14 N -2.4553 0.0773 -0.0772  C7 1.319, C13 1.356
15 H 1.5984 1.5946 0.1903  N12 0.949

Properties
M: 131.18 g mol⁻¹
Net charge: +1
Lowest unoccupied orbital energy: -5.064 eV
E_HOMO: -0.461 hartree

Atomic partial charges in e from the natural (NBO) method, atoms 1 to 4: 0.15 0.25 0.44 0.45

=====

Which one sits at the bottom of the stability order? a does.

=====

--- a ---
This record from the Open Molecules 2025 dataset describes a cluster of 2 separate species, C3H11NO2Si in total. The level of theory is ωB97M-V with the def2-TZVPD basis set.

Bonds (Å) are listed after each position.
Cartesian coordinates (Å):
1 Si -0.6782 0.4539 -0.4644  C3 1.885, O12 1.614, C15 1.919, O18 1.695
2 H -1.8731 1.2623 -2.4929  C3 1.146
3 C -0.7730 1.2471 -2.1718  Si1 1.885, H2 1.146, H8 1.129, H11 1.206
4 H -0.8715 -1.7853 -0.8087  O12 0.964
5 C 1.8552 -2.1184 1.7954  H7 1.106, H14 1.118, N16 1.222
6 H 1.7460 0.2841 -0.3523  O18 0.963
7 H 1.2349 -1.2398 1.5371  C5 1.106
8 H -0.4679 2.3250 -2.0280  C3 1.129
9 H -2.7296 1.3655 0.9083  C15 1.143
10 H -1.1601 1.2249 1.8831  C15 1.100
11 H -0.0698 0.6561 -2.9535  C3 1.206
12 O -1.3648 -1.0049 -0.5314  Si1 1.614, H4 0.964
13 H 2.4310 -2.2312 0.1095  N16 0.990
14 H 1.9127 -2.3350 2.8905  C5 1.118
15 C -1.5903 1.4527 0.8964  Si1 1.919, H9 1.143, H10 1.100, H17 1.112
16 N 2.6420 -2.6089 0.9997  C5 1.222, H13 0.990
17 H -1.1721 2.4685 0.7232  C15 1.112
18 O 0.9285 0.5834 0.0598  Si1 1.695, H6 0.963

Properties
M: 121.21 g mol⁻¹
SMILES: C[Si](C)(O)O.C=N
Lowest unoccupied orbital energy: 0.316 eV
E_HOMO: -0.371 hartree

Atomic partial charges in e from the natural (NBO) method, atoms 1 to 4: 2.07 0.25 -1.18 0.51

=====

--- b ---
This record from the Open Molecules 2025 dataset describes a cluster of 2 separate species, C3H11NO2Si in total. The level of theory is ωB97M-V with the def2-TZVPD basis set.

Bonds (Å) are listed after each position.
Cartesian coordinates (Å):
1 H -0.4384 -1.9938 1.6781  C10 1.188
2 N 1.8528 0.6877 -0.6543  H4 1.032, H12 1.086, Si13 1.698
3 C -1.7978 2.4401 -0.2526  O8 1.352, H11 1.113, H14 1.087, H17 1.098
4 H 1.9313 0.8925 -1.6632  N2 1.032
5 H -0.1805 -2.6566 -1.6655  C18 1.147
6 O 1.3654 -1.2006 1.1018  C10 1.367, Si13 1.628
7 H 0.1279 -1.2176 -2.5665  C18 1.056
8 O -1.2282 1.4236 0.4340  C3 1.352, H16 0.994
9 H 1.1736 -2.8354 1.8921  C10 0.988
10 C 0.7015 -1.9755 2.0115  H1 1.188, O6 1.367, H9 0.988, H15 1.058
11 H -2.9107 2.4338 -0.2256  C3 1.113
12 H 1.7353 1.6142 -0.0998  N2 1.086
13 Si 1.0023 -0.7634 -0.4244  N2 1.698, O6 1.628, C18 1.770
14 H -1.5870 2.4960 -1.3179  C3 1.087
15 H 0.7423 -1.6342 3.0120  C10 1.058
16 H -1.0731 0.4963 0.1118  O8 0.994
17 H -1.3093 3.3084 0.2090  C3 1.098
18 C -0.1074 -1.5154 -1.5807  H5 1.147, H7 1.056, Si13 1.770

Properties
M: 121.21 g mol⁻¹
SMILES: C=[Si](N)OC.CO
Lowest unoccupied orbital energy: 0.470 eV
E_HOMO: -0.302 hartree

Atomic partial charges in e from the natural (NBO) method, atoms 1 to 4: 0.16 -1.33 -0.23 0.40

=====

Which one sits at the bottom of the stability order? b does.